# 1
{"formula": "C26H35N2O2P2PdTe", "method": "ωB97M-V with the def2-TZVPD basis set", "energy_ev": -63959.155, "total_charge": -1, "orbital_gap_ev": 5.85, "e_homo_ev": -3.14, "e_lumo_ev": 2.714, "relative_energy_kcal_mol": 0.0, "elements": ["Pd", "C", "P", "C", "C", "C", "C", "C", "C", "C", "P", "C", "C", "H", "H", "H", "H", "H", "H", "H", "H", "H", "H", "H", "H", "H", "H", "H", "H", "O", "C", "N", "C", "O", "C", "C", "C", "C", "N", "C", "H", "H", "H", "H", "H", "H", "H", "H", "C", "C", "C", "C", "C", "C", "Te", "C", "C", "C", "H", "H", "H", "H", "H", "H", "H", "H", "H", "H", "H"], "coordinates": [[0.3287, -0.9959, -0.3056], [-0.5873, 2.4465, -1.2237], [-0.5186, 1.5188, 0.3771], [-0.6189, 2.9735, 1.5317], [-2.2745, 0.9582, 0.5782], [-3.3404, 1.7833, 0.2333], [-4.6551, 1.3786, 0.4079], [-4.9191, 0.1323, 0.9530], [-3.8666, -0.7006, 1.3059], [-2.5425, -0.3130, 1.1153], [-1.1233, -1.4503, 1.4848], [-1.9276, -3.0943, 1.5077], [-0.9739, -1.1237, 3.2923], [-0.8119, 3.5044, -1.0741], [-1.3253, 1.9897, -1.8832], [0.3853, 2.3611, -1.7109], [-1.4472, 3.6425, 1.2883], [0.3212, 3.5252, 1.4626], [-0.7340, 2.6255, 2.5595], [-3.1390, 2.7589, -0.1949], [-5.4680, 2.0291, 0.1098], [-5.9407, -0.2000, 1.0893], [-4.0900, -1.6782, 1.7123], [-2.7194, -3.1948, 2.2534], [-1.1537, -3.8342, 1.7183], [-2.3211, -3.2841, 0.5078], [-1.9495, -1.1980, 3.7766], [-0.5747, -0.1192, 3.4413], [-0.2848, -1.8365, 3.7489], [2.8904, 5.2996, -2.1853], [3.9454, 4.4109, -2.4610], [3.6545, 3.0565, -2.0750], [3.3806, 2.7759, -0.7714], [3.4114, 3.6913, 0.0536], [3.0537, 1.3868, -0.4012], [3.0780, 1.0128, 0.9791], [2.7430, -0.2502, 1.3173], [2.3580, -1.1965, 0.2950], [2.3916, -0.8507, -1.0382], [2.6862, 0.4389, -1.3201], [2.7360, 5.1997, -1.2305], [4.8574, 4.7386, -1.9521], [4.1058, 4.4237, -3.5376], [3.5950, 2.3352, -2.7702], [3.3413, 1.7590, 1.7168], [2.7398, -0.5723, 2.3519], [2.4681, -2.2593, 0.4955], [2.5884, 0.6819, -2.3751], [2.5955, -3.5304, -6.6954], [1.6903, -2.9754, -5.6269], [1.1603, -1.6980, -5.7216], [0.2789, -1.1928, -4.7648], [-0.2159, 0.2208, -4.9270], [-0.0998, -1.9882, -3.6725], [-1.4818, -1.2562, -2.2186], [0.4551, -3.2663, -3.5505], [0.1318, -4.1444, -2.3749], [1.3307, -3.7385, -4.5239], [3.0646, -2.7311, -7.2706], [2.0377, -4.1564, -7.3970], [3.3864, -4.1478, -6.2659], [1.4415, -1.0665, -6.5598], [0.2020, 0.6721, -5.8293], [0.0643, 0.8271, -4.0626], [-1.3044, 0.2616, -4.9798], [0.2952, -3.6032, -1.4335], [0.7486, -5.0440, -2.3891], [-0.9228, -4.4347, -2.3813], [1.7558, -4.7314, -4.4060]], "nbo_charge": [0.21, -0.95, 0.82, -0.93, -0.29, -0.21, -0.21, -0.23, -0.16, -0.34, 0.90, -0.97, -0.95, 0.21, 0.26, 0.24, 0.20, 0.23, 0.22, 0.21, 0.20, 0.20, 0.20, 0.20, 0.23, 0.26, 0.21, 0.23, 0.22, -0.73, 0.10, -0.64, 0.68, -0.69, -0.28, -0.19, -0.24, -0.11, -0.52, 0.09, 0.49, 0.16, 0.17, 0.40, 0.22, 0.20, 0.20, 0.18, -0.62, -0.04, -0.26, 0.05, -0.65, -0.24, -0.34, -0.03, -0.64, -0.23, 0.20, 0.20, 0.21, 0.18, 0.19, 0.22, 0.23, 0.24, 0.19, 0.22, 0.19]}



# 2
{"formula": "C26H35N2Pb", "method": "ωB97M-V with the def2-TZVPD basis set", "energy_ev": -35745.879, "total_charge": 1, "orbital_gap_ev": [6.59, 5.36], "e_homo_ev": [-10.41, -9.81], "e_lumo_ev": [-3.819, -4.454], "relative_energy_kcal_mol": 101.5, "elements": ["C", "C", "C", "C", "C", "Pb", "C", "C", "H", "C", "H", "H", "C", "H", "H", "H", "C", "H", "H", "H", "C", "H", "H", "H", "C", "H", "H", "H", "C", "H", "H", "H", "C", "H", "H", "H", "C", "H", "H", "H", "C", "C", "C", "C", "H", "C", "H", "C", "H", "H", "H", "N", "C", "C", "C", "C", "C", "N", "H", "H", "H", "H", "H", "H"], "coordinates": [[1.6179, -2.1018, 0.3392], [2.0834, -1.3725, -0.7909], [1.1145, -1.5095, -1.8345], [0.0579, -2.3272, -1.3394], [0.3678, -2.6866, 0.0010], [0.1365, 1.0992, -0.2073], [-4.0497, 1.5735, -1.5774], [-3.8062, 1.3645, -0.2223], [-4.0702, 2.1146, 0.5275], [-3.0453, 0.3323, 0.3251], [-2.9307, -0.5833, -0.2209], [-2.7744, 0.3444, 1.3738], [-4.1137, 3.0168, -1.9964], [-3.6308, 3.6541, -1.2103], [-3.5945, 3.1551, -2.9759], [-5.1446, 3.3789, -2.1210], [-3.5166, 0.6311, -2.5986], [-2.5175, 0.2389, -2.2665], [-4.1341, -0.2667, -2.7474], [-3.4215, 1.1138, -3.5848], [3.4080, -0.7367, -0.9048], [3.6201, -0.0721, -0.0521], [4.2161, -1.4893, -0.9286], [3.5019, -0.1471, -1.8249], [1.2830, -1.0296, -3.2193], [1.6868, -0.0081, -3.2575], [1.9830, -1.6705, -3.7845], [0.3318, -1.0306, -3.7670], [-1.1163, -2.8025, -2.0930], [-1.1533, -2.3697, -3.0998], [-1.0965, -3.8988, -2.2101], [-2.0588, -2.5517, -1.5805], [-0.4043, -3.6133, 0.8500], [-1.4713, -3.6076, 0.5820], [-0.0449, -4.6509, 0.7352], [-0.3155, -3.3623, 1.9185], [2.3608, -2.2970, 1.5976], [1.6939, -2.6003, 2.4177], [3.1230, -3.0890, 1.4905], [2.8867, -1.3808, 1.9066], [1.5146, 2.6093, -1.1899], [0.5584, 3.4319, -2.1761], [2.8302, 2.5196, -1.5651], [0.8083, 2.9379, -3.4895], [-0.2307, 4.1644, -2.1334], [3.1255, 2.5674, -2.9566], [3.6402, 2.3347, -0.8705], [2.0964, 2.5993, -3.8771], [-0.0045, 2.7529, -4.2240], [4.1417, 2.5954, -3.3642], [2.2900, 2.2751, -4.9071], [-1.0676, -0.1930, 3.3368], [0.0113, 0.6283, 3.4437], [0.3797, 1.1861, 4.6847], [1.4843, 2.0290, 4.7322], [2.2092, 2.2629, 3.5566], [1.8023, 1.6666, 2.3675], [0.6789, 0.9087, 2.2980], [-1.1555, -0.8202, 2.5455], [-1.5823, -0.4222, 4.1779], [-0.2210, 0.9422, 5.5595], [1.7850, 2.5058, 5.6666], [3.0835, 2.9092, 3.5440], [2.3700, 1.8038, 1.4353]], "nbo_charge": [0.15, -0.18, 0.09, 0.04, -0.15, 1.49, 0.09, -0.25, 0.21, -0.43, 0.19, 0.20, -0.65, 0.22, 0.22, 0.24, -0.67, 0.21, 0.24, 0.23, -0.65, 0.21, 0.23, 0.24, -0.69, 0.24, 0.25, 0.22, -0.67, 0.23, 0.25, 0.23, -0.64, 0.22, 0.23, 0.21, -0.67, 0.23, 0.25, 0.23, -0.68, -0.21, -0.29, -0.23, 0.24, -0.19, 0.23, -0.25, 0.23, 0.23, 0.23, -0.79, 0.40, -0.28, -0.11, -0.30, 0.06, -0.63, 0.41, 0.41, 0.23, 0.24, 0.24, 0.21]}



# 3
{"formula": "C26H35N3O3", "method": "ωB97M-V with the def2-TZVPD basis set", "energy_ev": -38143.719, "orbital_gap_ev": 9.26, "e_homo_ev": -8.53, "e_lumo_ev": 0.728, "relative_energy_kcal_mol": 3.5, "elements": ["C", "C", "C", "O", "C", "C", "C", "N", "C", "O", "C", "C", "C", "C", "O", "C", "C", "C", "N", "C", "C", "C", "C", "C", "C", "N", "C", "C", "C", "C", "C", "C", "H", "H", "H", "H", "H", "H", "H", "H", "H", "H", "H", "H", "H", "H", "H", "H", "H", "H", "H", "H", "H", "H", "H", "H", "H", "H", "H", "H", "H", "H", "H", "H", "H", "H", "H"], "coordinates": [[-7.7845, -2.9953, 1.0367], [-7.1688, -2.8889, -0.3531], [-7.1672, -1.4602, -0.9134], [-8.5229, -1.1193, -1.1256], [-6.4600, -0.4257, -0.0109], [-5.0089, -0.8202, 0.2720], [-4.3029, 0.2461, 1.1163], [-4.3674, 1.5308, 0.4647], [-3.3365, 2.1481, -0.1653], [-3.5080, 3.0868, -0.9238], [-1.9632, 1.6574, 0.1582], [-1.4731, 1.6739, 1.4625], [-0.1733, 1.3016, 1.7228], [0.6776, 0.9005, 0.6883], [1.9263, 0.5363, 1.0760], [2.9122, 0.2093, 0.1106], [4.0455, -0.5026, 0.8461], [5.1796, -0.8128, -0.1236], [5.6793, 0.4125, -0.7202], [6.8769, 0.1723, -1.5053], [8.0377, -0.2024, -0.6249], [8.2623, 0.4656, 0.5764], [9.3494, 0.0967, 1.3471], [10.1781, -0.9189, 0.8918], [9.8681, -1.5193, -0.3172], [8.8259, -1.1766, -1.0557], [4.6366, 1.0667, -1.4861], [3.4833, 1.4566, -0.5674], [0.1914, 0.8935, -0.6157], [-1.1129, 1.2795, -0.8702], [-5.7211, 1.9715, 0.2088], [-6.4684, 0.9629, -0.6624], [-7.1518, -2.5317, 1.7895], [-7.9186, -4.0408, 1.3035], [-8.7555, -2.5085, 1.0420], [-6.1522, -3.2827, -0.3551], [-7.7624, -3.4893, -1.0446], [-6.6395, -1.4811, -1.8836], [-8.5686, -0.2767, -1.5876], [-7.0113, -0.3664, 0.9327], [-4.9629, -1.7683, 0.8064], [-4.4753, -0.9343, -0.6747], [-3.2624, -0.0381, 1.2736], [-4.7976, 0.3254, 2.0922], [-2.1115, 1.9978, 2.2717], [0.2192, 1.3149, 2.7274], [2.4905, -0.4725, -0.6431], [3.6750, -1.4221, 1.3001], [4.4082, 0.1520, 1.6386], [4.8214, -1.5165, -0.8989], [6.0009, -1.2936, 0.4122], [6.7400, -0.6172, -2.2631], [7.1301, 1.1006, -2.0283], [7.5837, 1.2449, 0.8836], [9.5518, 0.5920, 2.2862], [11.0383, -1.2362, 1.4606], [10.4777, -2.3182, -0.7196], [4.2586, 0.4156, -2.2972], [5.0558, 1.9665, -1.9431], [2.7121, 1.9784, -1.1358], [3.8505, 2.1293, 0.2090], [0.8150, 0.5972, -1.4442], [-1.4788, 1.2891, -1.8861], [-5.6630, 2.9401, -0.2909], [-6.2356, 2.0891, 1.1695], [-7.4901, 1.3225, -0.7993], [-5.9827, 0.9125, -1.6404]], "nbo_charge": [-0.62, -0.41, 0.12, -0.73, -0.25, -0.40, -0.21, -0.44, 0.68, -0.62, -0.17, -0.18, -0.27, 0.40, -0.51, 0.10, -0.41, -0.23, -0.44, -0.25, 0.20, -0.25, -0.17, -0.27, 0.04, -0.43, -0.21, -0.44, -0.33, -0.15, -0.22, -0.40, 0.19, 0.21, 0.22, 0.20, 0.22, 0.15, 0.47, 0.20, 0.21, 0.20, 0.23, 0.19, 0.22, 0.22, 0.17, 0.22, 0.21, 0.16, 0.22, 0.19, 0.21, 0.23, 0.22, 0.22, 0.19, 0.16, 0.21, 0.22, 0.22, 0.22, 0.22, 0.25, 0.19, 0.20, 0.21]}